Record 1
Here is a 3-piece molecular cluster, C32H40Br2ClF8IN4O8P overall from the OMol25 dataset. Energies are from wB97M-V/def2-TZVPD.

Its spin multiplicity is 1. The LUMO energy is -3.110 eV. Its maximum force is 4.052 eV Å⁻¹. The calculation puts the HOMO energy at -10.870 eV. The total charge is +1. For the HOMO-LUMO gap, the calculation gives 7.76 eV. The total energy comes out at -9109.99560 Ha.

Atoms and positions in Å:
C -1.229 4.960 1.278
C -1.282 3.439 1.454
C -0.596 2.586 0.361
I -0.600 3.504 -1.584
C 0.805 2.055 0.780
C 1.825 3.191 1.045
O 2.402 3.643 -0.159
C 2.532 4.992 -0.220
C 2.500 5.552 -1.612
O 2.695 5.669 0.706
O 1.289 1.307 -0.321
C 2.486 0.597 -0.064
P 2.697 -0.545 -1.542
N 3.635 0.066 -2.648
C 2.453 -0.295 1.219
C 3.627 0.054 2.132
Br 5.229 -0.446 1.100
C 3.651 -0.734 3.452
C 4.153 -2.182 3.361
Br 4.902 0.232 4.632
N 1.121 -0.219 1.871
C 0.102 -1.052 1.154
C -0.962 -1.597 2.110
O -2.129 -1.796 1.406
C -2.781 -0.579 1.188
C -4.259 -0.762 0.910
F -4.485 -0.558 -0.380
F -4.613 -1.984 1.181
C -5.113 0.243 1.688
F -5.185 -0.161 2.940
F -4.547 1.435 1.667
C -6.547 0.414 1.140
F -6.521 1.206 0.093
F -7.056 -0.745 0.802
C -7.517 1.054 2.148
F -7.891 0.148 3.028
F -6.966 2.078 2.761
C 0.567 1.161 2.021
Cl 1.090 1.850 3.574
H -1.676 5.390 2.171
H -1.845 5.303 0.466
H -0.224 5.359 1.229
H -2.333 3.171 1.430
H -0.937 3.217 2.462
H -1.199 1.691 0.250
H 2.640 2.856 1.678
H 1.314 3.962 1.607
H 3.445 6.027 -1.827
H 2.414 4.736 -2.319
H 1.671 6.230 -1.741
H 3.338 1.266 -0.102
H 1.391 -0.740 -2.051
H 3.142 -1.786 -1.054
H 3.950 0.963 -2.294
H 2.595 -1.329 0.931
H 3.740 1.104 2.350
H 2.709 -0.720 3.992
H 3.737 -2.756 4.180
H 5.217 -2.174 3.521
H 3.890 -2.677 2.434
H 1.152 -0.593 2.822
H 0.555 -1.845 0.571
H -0.363 -0.384 0.441
H -0.629 -2.562 2.467
H -1.158 -0.914 2.942
H -2.383 -0.136 0.272
H -2.640 0.147 1.990
H -8.404 1.386 1.620
H -0.498 1.023 2.112
C -5.847 0.406 -4.223
C -4.990 -0.213 -3.327
C -3.611 -0.045 -3.447
C -3.124 0.748 -4.469
C -3.976 1.362 -5.372
C -5.340 1.188 -5.244
N -1.672 0.968 -4.620
O -0.891 0.423 -3.845
O -1.321 1.697 -5.524
H -6.916 0.277 -4.123
H -5.398 -0.827 -2.532
H -2.944 -0.528 -2.749
H -3.587 1.975 -6.170
H -6.012 1.666 -5.943
C 5.889 -7.081 -1.642
C 5.545 -6.968 -0.302
C 4.561 -6.077 0.087
C 3.931 -5.310 -0.878
C 4.268 -5.407 -2.217
C 5.255 -6.299 -2.598
N 2.875 -4.383 -0.476
O 2.606 -4.290 0.712
O 2.315 -3.739 -1.343
H 6.655 -7.783 -1.944
H 6.042 -7.578 0.439
H 4.295 -5.990 1.130
H 3.774 -4.801 -2.963
H 5.527 -6.387 -3.639



Record 2
Here is a 4-piece molecular cluster, C32H40BrFO11S overall from the OMol25 dataset. Energies are from wB97M-V/def2-TZVPD.

Its spin multiplicity is 1. The LUMO energy is -0.659 eV. As for the structure (SMILES): C=CCC1=C(F)C(=O)c2cc(CSCC)c(CC(C)C)c(Br)c2C1=O.C[C@@H]1COC(=O)O1.C[C@@H]1COC(=O)O1.C[C@@H]1COC(=O)O1. Its maximum force is 1.264 eV Å⁻¹. The calculation puts the HOMO energy at -8.637 eV. For the HOMO-LUMO gap, the calculation gives 7.98 eV. The total energy comes out at -5143.07912 Ha.

Atoms and positions in Å:
C 3.409 -1.427 -1.751
C 3.501 -0.295 -2.428
C 3.676 1.047 -1.765
C 2.304 1.637 -1.670
C 1.765 2.372 -2.637
F 2.414 2.664 -3.756
C 0.389 2.895 -2.478
O 0.039 3.967 -2.880
C -0.502 1.973 -1.735
C -1.838 1.864 -2.068
C -2.663 0.957 -1.391
C -4.114 0.840 -1.856
S -4.250 0.766 -3.675
C -4.184 -1.017 -3.965
C -2.745 -1.490 -4.195
C -2.175 0.176 -0.329
C -3.053 -0.778 0.443
C -2.966 -2.250 -0.079
C -2.405 -3.248 0.945
C -4.346 -2.770 -0.547
C -0.800 0.309 0.001
Br -0.107 -0.731 1.424
C 0.027 1.183 -0.710
C 1.497 1.349 -0.457
O 2.020 1.259 0.617
H 3.607 -1.477 -0.689
H 3.084 -2.346 -2.212
H 3.405 -0.293 -3.502
H 4.343 1.693 -2.325
H 4.069 0.886 -0.765
H -2.250 2.463 -2.865
H -4.731 1.647 -1.479
H -4.486 -0.114 -1.521
H -4.799 -1.275 -4.823
H -4.616 -1.537 -3.116
H -2.704 -2.503 -4.587
H -2.185 -1.415 -3.266
H -2.272 -0.811 -4.899
H -2.775 -0.764 1.491
H -4.086 -0.453 0.413
H -2.308 -2.245 -0.945
H -1.333 -3.363 0.840
H -2.631 -2.968 1.971
H -2.833 -4.231 0.764
H -4.803 -3.366 0.237
H -5.013 -1.980 -0.875
H -4.174 -3.462 -1.370
C -0.595 -0.002 7.344
C 0.248 -0.872 6.449
C 0.260 -0.436 5.002
O 0.470 -1.671 4.309
C -0.012 -2.672 5.091
O -0.173 -3.790 4.727
O -0.287 -2.209 6.332
H -1.651 -0.084 7.083
H -0.498 -0.312 8.385
H -0.292 1.039 7.269
H 1.265 -0.956 6.840
H 1.059 0.264 4.770
H -0.696 -0.014 4.681
C 0.189 6.069 4.929
C -0.521 4.759 5.160
C -2.024 4.863 5.293
O -2.331 3.760 6.157
C -1.236 3.513 6.912
O -1.214 2.788 7.855
O -0.166 4.192 6.438
H 0.092 6.715 5.802
H 1.253 5.907 4.762
H -0.223 6.580 4.059
H -0.247 4.035 4.388
H -2.547 4.757 4.346
H -2.341 5.787 5.781
C 6.263 -3.908 -6.537
C 5.113 -2.934 -6.613
C 5.392 -1.576 -6.011
O 4.092 -1.157 -5.572
C 3.369 -2.283 -5.328
O 2.324 -2.304 -4.766
O 4.005 -3.375 -5.810
H 6.473 -4.169 -5.500
H 6.019 -4.832 -7.061
H 7.158 -3.481 -6.988
H 4.761 -2.838 -7.644
H 5.793 -0.865 -6.730
H 6.054 -1.624 -5.142



Record 3
Here is C32H40Cl5NP2Pt as an isolated structure from the OMol25 dataset. Energies are from wB97M-V/def2-TZVPD.

Its spin multiplicity is 1. The LUMO energy is 0.472 eV. Its maximum force is 1.416 eV Å⁻¹. The calculation puts the HOMO energy at -6.829 eV. For the HOMO-LUMO gap, the calculation gives 7.30 eV. The total energy comes out at -4401.21154 Ha.

Atoms and positions in Å:
Pt -0.127 0.757 -0.156
C 2.112 1.465 -3.411
C 2.910 1.117 -2.150
C 4.305 0.604 -2.510
P 1.875 0.091 -1.042
C 2.906 -0.460 0.395
C 3.827 -1.650 0.135
C 3.635 0.729 1.025
C 1.336 -1.481 -1.758
C 1.830 -2.129 -2.882
C 1.272 -3.313 -3.346
C 1.802 -4.004 -4.572
C 0.186 -3.827 -2.639
C -0.317 -3.207 -1.510
C 0.257 -2.024 -1.024
N -0.289 -1.298 0.033
C -0.900 -1.832 1.152
C -0.856 -3.182 1.525
C -1.569 -3.638 2.621
C -2.362 -2.797 3.396
C -3.132 -3.306 4.586
C -2.384 -1.451 3.052
C -1.667 -0.953 1.971
P -1.537 0.823 1.583
C -3.228 1.521 1.532
C -3.151 3.032 1.307
C -3.993 0.835 0.399
C -0.674 1.577 3.035
C 0.572 0.766 3.385
C -1.552 1.775 4.271
H 2.690 2.149 -4.035
H 1.164 1.943 -3.165
H 1.898 0.571 -4.000
H 3.028 2.034 -1.561
H 4.259 -0.256 -3.179
H 4.892 0.327 -1.639
H 4.847 1.395 -3.035
H 2.135 -0.796 1.095
H 4.626 -1.420 -0.569
H 3.274 -2.504 -0.253
H 4.293 -1.949 1.076
H 4.458 1.075 0.397
H 4.057 0.442 1.991
H 2.959 1.572 1.188
H 2.660 -1.694 -3.426
H 2.560 -3.396 -5.067
H 1.006 -4.199 -5.292
H 2.258 -4.964 -4.320
H -0.296 -4.731 -2.996
H -1.193 -3.613 -1.023
H -0.245 -3.874 0.960
H -1.505 -4.689 2.881
H -3.274 -4.385 4.528
H -4.117 -2.841 4.645
H -2.610 -3.092 5.521
H -2.986 -0.772 3.649
H -3.725 1.308 2.483
H -2.533 3.257 0.436
H -2.730 3.563 2.162
H -4.150 3.431 1.120
H -3.505 1.022 -0.560
H -5.011 1.225 0.344
H -4.045 -0.245 0.543
H -0.346 2.554 2.665
H 0.298 -0.207 3.798
H 1.166 1.300 4.129
H 1.194 0.598 2.504
H -1.790 0.817 4.737
H -2.484 2.296 4.054
H -1.005 2.368 5.008
Cl -1.692 0.426 -2.791
C -1.372 2.099 -2.440
C -0.627 2.418 -1.306
C -0.378 3.775 -1.100
Cl 0.544 4.216 0.285
C -0.846 4.768 -1.953
Cl -0.517 6.428 -1.634
C -1.589 4.408 -3.075
Cl -2.174 5.621 -4.148
C -1.852 3.067 -3.322
Cl -2.756 2.611 -4.713



Record 4
Here is a 8-piece molecular cluster, C32H40F24O16 overall from the OMol25 dataset. Energies are from wB97M-V/def2-TZVPD.

Its spin multiplicity is 1. The LUMO energy is -0.030 eV. As for the structure (SMILES): CCOC(=O)C(F)(F)F.CCOC(=O)C(F)(F)F.CCOC(=O)C(F)(F)F.CCOC(=O)C(F)(F)F.CCOC(=O)C(F)(F)F.CCOC(=O)C(F)(F)F.CCOC(=O)C(F)(F)F.CCOC(=O)C(F)(F)F. Its maximum force is 6.844 eV Å⁻¹. The calculation puts the HOMO energy at -10.739 eV. For the HOMO-LUMO gap, the calculation gives 10.71 eV. The energy above the lowest of the compared OMol25 structures with the same formula, charge and spin comes out at 100.26 kcal per mole. The total energy comes out at -4843.96747 Ha.

Atoms and positions in Å:
C 2.517 -7.669 0.408
C 3.087 -6.303 -0.066
O 2.005 -5.464 -0.450
C 2.234 -4.266 -1.066
O 3.378 -3.936 -1.572
C 0.999 -3.391 -1.262
F 0.830 -2.926 -2.546
F -0.107 -4.028 -0.823
F 1.224 -2.349 -0.496
H 3.312 -8.177 0.953
H 2.308 -8.323 -0.439
H 1.598 -7.605 0.991
H 3.796 -6.426 -0.884
H 3.654 -5.822 0.731
C 7.864 5.696 -1.007
C 6.503 6.240 -0.620
O 5.532 5.537 -1.391
C 4.267 5.978 -1.536
O 3.902 7.091 -1.292
C 3.229 4.954 -2.047
F 2.236 4.700 -1.157
F 2.707 5.406 -3.187
F 3.878 3.862 -2.319
H 8.746 6.162 -0.567
H 8.107 5.726 -2.069
H 7.923 4.677 -0.623
H 6.420 7.320 -0.741
H 6.319 6.081 0.442
C -4.987 4.414 2.303
C -5.806 4.738 1.122
O -7.207 4.919 1.430
C -7.619 6.069 2.018
O -6.800 6.874 2.492
C -9.147 6.242 1.986
F -9.676 5.018 2.019
F -9.539 6.965 3.079
F -9.503 6.875 0.867
H -3.962 4.273 1.959
H -5.223 3.412 2.660
H -4.923 5.131 3.121
H -5.687 3.904 0.430
H -5.364 5.604 0.628
C 1.497 -1.044 -6.145
C 0.594 0.137 -5.753
O -0.308 -0.390 -4.791
C -0.765 0.354 -3.745
O -0.574 1.606 -3.612
C -1.619 -0.414 -2.737
F -0.940 -0.401 -1.529
F -2.841 0.202 -2.588
F -1.810 -1.665 -3.110
H 2.398 -1.122 -5.537
H 1.808 -0.896 -7.180
H 0.993 -2.010 -6.171
H -0.044 0.400 -6.597
H 1.104 1.037 -5.408
C 4.005 -0.595 -2.950
C 5.016 -1.375 -3.798
O 4.538 -2.634 -4.246
C 5.299 -3.448 -5.047
O 6.369 -3.063 -5.483
C 4.619 -4.833 -5.264
F 3.622 -4.610 -6.124
F 5.466 -5.710 -5.816
F 4.187 -5.316 -4.077
H 4.492 0.270 -2.498
H 3.562 -1.155 -2.126
H 3.133 -0.228 -3.492
H 5.913 -1.525 -3.197
H 5.332 -0.754 -4.635
C 2.394 -2.268 4.960
C 1.202 -2.277 3.942
O 0.431 -1.077 4.251
C -0.586 -1.107 5.150
O -1.127 -2.165 5.574
C -1.230 0.326 5.343
F -0.437 1.187 4.722
F -2.474 0.360 4.878
F -1.280 0.639 6.594
H 2.886 -1.307 4.808
H 3.188 -2.978 4.731
H 2.149 -2.401 6.014
H 0.642 -3.209 4.009
H 1.575 -2.242 2.919
C 1.719 1.438 0.076
C 0.828 0.747 1.191
O -0.466 1.308 1.090
C -1.561 0.646 1.548
O -1.556 -0.533 1.823
C -2.853 1.478 1.582
F -2.487 2.756 1.280
F -3.827 1.004 0.710
F -3.333 1.555 2.830
H 2.500 0.747 -0.239
H 2.170 2.373 0.410
H 1.236 1.557 -0.894
H 1.255 0.938 2.175
H 0.759 -0.322 0.987
C -4.149 -2.584 1.355
C -4.299 -2.139 2.817
O -5.632 -1.912 3.201
C -6.613 -2.909 3.297
O -6.364 -4.064 2.921
C -7.925 -2.459 4.013
F -8.219 -3.354 5.007
F -7.832 -1.285 4.624
F -9.006 -2.467 3.108
H -3.103 -2.642 1.054
H -4.678 -1.945 0.648
H -4.422 -3.636 1.276
H -3.840 -1.151 2.805
H -3.708 -2.631 3.591



Record 5
Here is a 8-piece molecular cluster, C32H40F24O16 overall from the OMol25 dataset. Energies are from wB97M-V/def2-TZVPD.

Its spin multiplicity is 1. The LUMO energy is -0.231 eV. As for the structure (SMILES): CCOC(=O)C(F)(F)F.CCOC(=O)C(F)(F)F.CCOC(=O)C(F)(F)F.CCOC(=O)C(F)(F)F.CCOC(=O)C(F)(F)F.CCOC(=O)C(F)(F)F.CCOC(=O)C(F)(F)F.CCOC(=O)C(F)(F)F. Its maximum force is 8.420 eV Å⁻¹. The calculation puts the HOMO energy at -10.929 eV. For the HOMO-LUMO gap, the calculation gives 10.70 eV. The energy above the lowest of the compared OMol25 structures with the same formula, charge and spin comes out at 249.95 kcal per mole. The total energy comes out at -4843.72893 Ha.

Atoms and positions in Å:
C 3.805 1.424 -0.249
C 4.570 0.515 0.754
O 3.759 -0.498 1.288
C 4.260 -1.454 2.154
O 5.432 -1.554 2.390
C 3.220 -2.394 2.615
F 2.022 -1.781 2.806
F 3.088 -3.439 1.885
F 3.628 -2.882 3.870
H 3.584 0.770 -1.045
H 4.287 2.379 -0.701
H 2.864 1.466 0.354
H 4.956 1.025 1.746
H 5.358 0.003 0.241
C 3.512 2.370 -5.582
C 4.086 3.457 -4.752
O 3.401 3.560 -3.490
C 2.114 3.900 -3.531
O 1.509 4.401 -4.452
C 1.319 3.681 -2.118
F 1.179 2.258 -2.036
F 2.040 3.919 -1.000
F 0.115 4.246 -2.064
H 3.375 1.305 -5.350
H 4.194 2.224 -6.344
H 2.629 2.675 -5.833
H 4.225 4.406 -5.386
H 5.227 3.330 -4.478
C -5.695 2.191 2.498
C -6.724 1.021 2.669
O -7.778 1.365 1.733
C -8.909 0.536 1.708
O -9.101 -0.421 2.398
C -9.919 1.145 0.657
F -11.200 0.977 1.179
F -9.699 2.504 0.411
F -9.855 0.532 -0.541
H -4.614 1.864 2.787
H -6.229 2.970 3.092
H -5.501 2.545 1.463
H -7.146 0.913 3.704
H -6.003 0.365 2.283
C -1.386 -4.652 -2.894
C -1.340 -3.472 -3.842
O 0.121 -3.323 -4.105
C 0.424 -2.589 -5.188
O -0.349 -2.074 -6.002
C 1.875 -2.546 -5.398
F 2.270 -1.955 -6.557
F 2.519 -1.823 -4.488
F 2.511 -3.763 -5.397
H -0.747 -4.444 -2.000
H -0.896 -5.462 -3.373
H -2.382 -4.839 -2.765
H -1.867 -2.588 -3.354
H -1.688 -3.768 -4.752
C 5.833 -5.805 -5.611
C 5.805 -4.328 -5.520
O 5.406 -4.094 -4.181
C 5.286 -2.924 -3.632
O 5.554 -1.802 -4.208
C 4.803 -2.851 -2.239
F 4.905 -1.703 -1.668
F 3.494 -3.162 -2.245
F 5.385 -3.685 -1.440
H 6.036 -6.275 -4.696
H 6.812 -6.126 -6.282
H 4.918 -6.383 -6.015
H 5.243 -3.628 -6.233
H 6.796 -4.033 -5.528
C -4.825 5.839 2.278
C -3.431 5.917 1.704
O -3.078 4.592 1.420
C -1.756 4.406 0.996
O -0.991 5.285 0.555
C -1.393 2.985 0.913
F -1.814 2.383 -0.324
F -0.027 2.829 0.976
F -1.861 2.080 1.826
H -5.255 6.818 2.378
H -5.026 5.420 3.174
H -5.409 5.509 1.443
H -2.805 6.258 2.556
H -3.431 6.699 0.889
C 0.777 -1.221 -1.206
C 0.382 -0.462 0.097
O -0.669 -1.093 0.697
C -1.090 -0.713 1.900
O -0.319 -0.024 2.654
C -2.382 -1.307 2.450
F -2.360 -1.467 3.825
F -3.274 -0.283 2.307
F -2.704 -2.357 1.793
H -0.154 -1.549 -1.805
H 1.215 -2.028 -0.849
H 1.607 -0.660 -1.746
H 0.352 0.577 -0.364
H 1.309 -0.443 0.642
C 1.038 -0.051 5.959
C 0.427 -0.401 7.366
O -0.926 -0.455 7.221
C -1.758 -1.155 7.957
O -1.416 -2.038 8.656
C -3.359 -0.775 7.788
F -3.708 0.336 8.244
F -3.704 -0.704 6.470
F -4.069 -1.747 8.273
H 0.863 -0.745 5.200
H 1.952 0.107 6.079
H 0.793 0.798 5.480
H 0.679 0.362 8.187
H 0.843 -1.255 7.789